The following is a DFT calculation (ωB97M-V with the def2-TZVPD basis set) of a molecular structure, C42H62CaN2O6P2SbSi.

Computed properties:
Relative energy (zero: lowest compared OMol25 entry of this formula, charge and spin) = 2.5 kcal/mol
Total charge = -1
Highest occupied orbital energy = -4.6862 eV
Orbital gap = 7.2070 eV

Last column: Löwdin charge in e.
Cartesian coordinates (Å):
Ca 0.8680 0.3460 0.6495  1.198
C 4.7648 1.1350 1.0792  -0.029
C 3.8321 2.1240 1.7139  -0.340
C 4.2976 3.1451 2.5293  -0.072
C 3.3617 3.9917 3.1200  -0.094
C 2.0177 3.8171 2.8960  -0.049
C 1.5891 2.7610 2.0512  -0.497
N 2.5297 1.9481 1.4810  0.039
N 0.3204 2.4671 1.7155  -0.181
Si -1.0652 2.8469 2.6417  0.344
C -2.5436 2.0135 1.8455  -0.165
C -0.8949 2.2083 4.4008  -0.164
C -1.4854 4.6915 2.7127  -0.181
H 4.8245 0.2356 1.6990  0.082
H 5.7689 1.5521 0.9914  0.072
H 4.4023 0.8498 0.0917  0.047
H 5.3583 3.2728 2.6978  0.092
H 3.6982 4.7990 3.7623  0.097
H 1.2836 4.4740 3.3417  0.078
H -2.3074 0.9869 1.5520  0.007
H -2.8808 2.5550 0.9591  0.008
H -3.3800 1.9752 2.5494  0.028
H -0.7138 1.1298 4.3660  0.018
H -1.7921 2.3920 4.9987  0.023
H -0.0446 2.6689 4.9100  0.021
H -1.5122 5.1159 1.7049  0.012
H -0.7664 5.2722 3.2949  0.009
H -2.4719 4.8385 3.1632  0.022
O 3.5274 0.7074 -2.0029  -0.017
C 2.6369 -0.1470 -2.0233  -0.689
O 2.1073 -0.7136 -1.0139  -0.246
C 2.0895 -0.5615 -3.3771  -0.154
C 2.9303 -0.4444 -4.4789  -0.033
C 2.4902 -0.7827 -5.7476  -0.083
C 1.1840 -1.2182 -5.9222  -0.087
C 0.3338 -1.3190 -4.8311  -0.079
C 0.7684 -1.0052 -3.5441  -0.294
P -0.3511 -1.1427 -2.0758  1.117
C -1.9823 -1.0958 -2.9462  -0.363
C -2.5193 0.1758 -3.1380  -0.097
C -3.7233 0.3573 -3.8021  -0.083
C -4.4222 -0.7449 -4.2728  -0.101
C -3.9068 -2.0201 -4.0812  -0.090
C -2.6949 -2.1937 -3.4274  -0.097
C -0.2088 -2.9413 -1.7270  -0.346
C -1.1809 -3.5348 -0.9206  -0.123
C -1.1305 -4.8888 -0.6351  -0.090
C -0.0936 -5.6680 -1.1325  -0.116
C 0.8969 -5.0806 -1.9046  -0.090
C 0.8385 -3.7242 -2.2017  -0.073
H 3.9317 -0.0703 -4.3099  0.116
H 3.1563 -0.6975 -6.5976  0.096
H 0.8218 -1.4775 -6.9099  0.097
H -0.6847 -1.6479 -4.9909  0.095
H -1.9807 1.0362 -2.7566  0.062
H -4.1215 1.3551 -3.9409  0.098
H -5.3682 -0.6125 -4.7835  0.095
H -4.4505 -2.8831 -4.4463  0.098
H -2.2960 -3.1904 -3.2861  0.102
H -1.9700 -2.9201 -0.5071  0.096
H -1.8898 -5.3365 -0.0050  0.101
H -0.0506 -6.7259 -0.9019  0.097
H 1.7187 -5.6779 -2.2808  0.097
H 1.6149 -3.2753 -2.8081  0.104
C 2.3099 3.1661 -4.0159  -0.193
C 0.8218 3.0146 -3.6940  -0.433
Sb 0.5437 2.7518 -1.5709  1.451
C 1.4210 4.6155 -0.9433  -0.422
C 0.8685 5.8622 -1.6215  -0.190
C -1.5297 3.4034 -1.4334  -0.440
C -2.1550 4.0116 -2.6846  -0.199
H 2.4840 3.2266 -5.0942  0.064
H 2.8876 2.3284 -3.6240  0.035
H 2.7175 4.0754 -3.5659  0.054
H 0.4145 2.1197 -4.1736  0.037
H 0.2474 3.8717 -4.0478  0.032
H 2.4968 4.5202 -1.1057  0.049
H 1.2660 4.6464 0.1363  0.028
H 1.0205 5.8352 -2.7033  0.055
H 1.3564 6.7656 -1.2438  0.063
H -0.2023 5.9718 -1.4393  0.049
H -1.5551 4.1100 -0.6002  0.031
H -2.0975 2.5305 -1.1072  0.013
H -1.6430 4.9270 -2.9858  0.050
H -3.2082 4.2589 -2.5210  0.065
H -2.1051 3.3298 -3.5372  0.049
C 1.4228 -3.5633 4.1899  -0.031
C 1.3377 -3.8139 2.6891  -0.618
C 2.5571 -3.2669 1.9568  -0.020
C 1.1773 -5.3013 2.4074  -0.027
O 0.1430 -3.2180 2.1326  -0.169
P -0.3562 -1.7127 2.3722  0.220
O -1.1317 -1.2962 1.1532  -0.354
O 0.7933 -0.8171 2.7184  -0.375
O -1.2834 -1.8209 3.6757  -0.156
C -2.6232 -2.3602 3.7200  -0.625
C -2.7469 -3.6387 2.8979  -0.031
C -3.5936 -1.3010 3.2155  -0.031
C -2.8604 -2.6526 5.1943  -0.032
H 2.2975 -4.0779 4.5936  0.087
H 0.5300 -3.9454 4.6892  0.081
H 1.5110 -2.4986 4.4027  0.078
H 3.4455 -3.8356 2.2414  0.087
H 2.7147 -2.2179 2.2019  0.072
H 2.4119 -3.3556 0.8782  0.088
H 2.0404 -5.8512 2.7878  0.085
H 1.0914 -5.4688 1.3338  0.067
H 0.2758 -5.6826 2.8914  0.082
H -2.5592 -3.4382 1.8429  0.066
H -3.7592 -4.0334 3.0078  0.089
H -2.0326 -4.3900 3.2356  0.081
H -3.3868 -1.0697 2.1716  0.070
H -3.4851 -0.3874 3.8015  0.084
H -4.6214 -1.6605 3.3074  0.087
H -2.1473 -3.3978 5.5506  0.081
H -3.8732 -3.0301 5.3480  0.084
H -2.7281 -1.7423 5.7801  0.087


The following is a DFT calculation (ωB97M-V with the def2-TZVPD basis set) of a molecular structure, C2H3NS2.

Computed properties:
Relative energy (zero: lowest compared OMol25 entry of this formula, charge and spin) = 14.9 kcal/mol
Highest occupied orbital energy = -8.6805 eV
Orbital gap = 9.1015 eV

Last column: natural (NBO) charge in e.
Cartesian coordinates (Å):
C 1.0745 -0.2761 0.4423  -0.026
C -0.8050 0.4874 -0.3463  -0.328
N -0.1416 -0.6623 0.0241  -0.596
S 2.5131 -1.0107 0.8858  -0.107
S 0.6218 1.4599 0.1040  0.243
H -0.9723 0.6455 -1.4868  0.203
H -1.6481 0.8102 0.1230  0.208
H -0.6424 -1.4540 0.2539  0.403


The following is a DFT calculation (ωB97M-V with the def2-TZVPD basis set) of a molecular structure, C2H4InLiO.

Computed properties:
Relative energy (zero: lowest compared OMol25 entry of this formula, charge and spin) = 0.0 kcal/mol
Total charge = +2
Highest occupied orbital energy = -19.4314 eV
Orbital gap = 7.3545 eV

Last column: natural (NBO) charge in e.
Cartesian coordinates (Å):
C -0.2390 -0.3457 -0.0533  -0.214
H -0.4796 -1.0848 -0.8353  0.288
C 1.1889 -0.3599 0.3088  -0.585
H 1.4418 -0.8318 1.2649  0.315
H 1.8777 -0.5976 -0.5151  0.288
O -0.7521 0.9176 -0.4329  -1.038
Li -2.5207 1.2516 -0.4069  0.990
In 0.8508 1.7527 0.0311  1.741
H -1.3678 -0.7020 0.6387  0.215


The following is a DFT calculation (ωB97M-V with the def2-TZVPD basis set) of a molecular structure, C20H28Br27ClFIO5PS.

Computed properties:
Total charge = -1
Highest occupied orbital energy = -5.5977 eV
Orbital gap = 6.4098 eV

Last column: Löwdin charge in e.
Cartesian coordinates (Å):
C 4.2279 4.4439 0.3093  -0.087
C 3.2115 3.7298 1.2776  -0.372
O 2.4400 2.6952 0.7598  -0.369
P 0.9773 2.8793 -0.1076  0.463
F -0.5535 3.0662 -0.8690  -0.381
S 0.9766 5.1501 -0.0583  0.513
C 1.8181 3.0117 -1.8174  -0.286
C 3.0255 2.1488 -2.2583  -0.198
C 3.7586 1.1119 -1.3991  -0.147
O 4.8589 0.5553 -2.2212  -0.053
C 6.0498 1.0862 -1.7747  -0.552
C 6.5086 2.4523 -2.2922  0.014
O 6.7043 0.4790 -1.0048  0.135
C 0.7005 0.9682 -0.3131  -0.177
C -0.7318 0.4840 -0.0994  -0.804
O -1.4575 0.3617 -1.0010  0.010
Cl -1.4068 -0.0287 1.4998  0.626
C 0.0531 2.9211 1.5819  -0.311
C 0.6660 2.1364 2.7324  -0.851
O 1.0982 1.0667 2.7641  -0.012
I 0.6918 3.1862 4.6994  0.630
H 3.9758 4.3085 -0.7532  0.048
H 4.1924 5.5209 0.5430  0.068
H 5.2624 4.0978 0.4608  0.061
H 3.9263 3.2132 1.9694  0.118
H 2.7517 4.4398 1.9904  0.085
H -0.3353 5.4866 -0.0901  -0.189
H 2.0826 4.0702 -1.9578  0.017
H 0.9895 2.8748 -2.5390  0.074
H 3.8214 2.8237 -2.6379  0.095
H 2.7445 1.6001 -3.1828  0.072
H 3.1831 0.2349 -1.0748  0.115
H 4.2544 1.5227 -0.5013  0.118
H 6.2065 2.6457 -3.3315  0.085
H 7.5987 2.5034 -2.1585  0.086
H 6.0631 3.2410 -1.6629  0.068
H 0.9163 0.6555 -1.3510  0.060
H 1.4546 0.4334 0.2908  0.085
H 0.0603 3.9707 1.9155  0.007
H -1.0297 2.7022 1.5136  0.084
C -3.7718 2.9798 -2.8828  -1.606
Br -2.8932 4.6926 -2.8601  0.572
Br -5.6776 3.1510 -2.6059  0.549
Br -3.3681 1.9856 -4.4872  0.575
H -3.3785 2.4069 -2.0498  -0.036
C -0.2645 -0.5939 -5.1163  -1.617
Br 0.8671 0.9130 -5.5121  0.590
Br -0.4679 -1.7706 -6.6375  0.526
Br 0.3555 -1.5453 -3.5568  0.607
H -1.2470 -0.1995 -4.8861  -0.075
C 1.4456 -4.5496 -9.5402  -1.622
Br -0.3664 -3.8975 -9.4424  0.549
Br 1.8844 -5.6618 -8.0247  0.596
Br 1.7974 -5.4463 -11.2136  0.568
H 2.0972 -3.6860 -9.4994  -0.025
C 3.9632 -8.7285 -6.6905  -1.648
Br 2.6038 -9.3290 -5.4552  0.560
Br 5.5216 -8.0620 -5.7686  0.568
Br 4.4196 -10.0994 -7.9712  0.558
H 3.5458 -7.8992 -7.2492  -0.102
C -2.4514 -3.4161 3.8178  -1.612
Br -4.1892 -3.5646 2.9895  0.565
Br -2.1191 -1.6308 4.4683  0.579
Br -2.2049 -4.7342 5.2065  0.543
H -1.7148 -3.6175 3.0503  -0.026
C -4.2980 -4.7452 9.3147  -1.621
Br -4.5355 -6.6332 9.6464  0.546
Br -2.4350 -4.2435 9.3327  0.544
Br -5.1637 -4.1820 7.6866  0.550
H -4.7804 -4.2176 10.1274  -0.029
C -2.4701 0.2062 8.0444  -1.630
Br -0.8434 -0.6927 8.5600  0.545
Br -3.9135 -0.1683 9.2745  0.542
Br -2.1974 2.1012 7.8122  0.555
H -2.7622 -0.1946 7.0812  -0.076
C -4.3948 7.5763 -5.9871  -1.634
Br -5.7517 6.9706 -4.7540  0.548
Br -2.8248 8.2310 -5.0706  0.557
Br -3.9505 6.2175 -7.2845  0.558
H -4.8134 8.4119 -6.5324  -0.037
C -8.2841 -8.6000 11.3972  -1.637
Br -6.9589 -8.5481 12.8003  0.554
Br -9.1776 -6.9012 11.1934  0.563
Br -7.5330 -9.2149 9.7299  0.550
H -9.0344 -9.3211 11.6942  -0.034